Arrangement w

Computed, not measured: a structure of composition C22H20N7O3PdS, with ωB97M-V/def2-TZVPD.

Geometry as XYZ:
```
54
Properties=species:S:1:pos:R:3
Pd -1.320 -0.938 -0.553
N -3.591 -1.952 1.185
C -3.627 -2.621 -0.037
C -4.511 -3.680 -0.224
C -4.562 -4.299 -1.453
C -3.744 -3.842 -2.486
C -2.876 -2.814 -2.224
N -2.798 -2.227 -1.008
C -3.532 -0.570 1.282
C -4.333 0.101 2.206
C -4.302 1.475 2.243
C -3.486 2.169 1.346
C -2.698 1.448 0.492
N -2.689 0.093 0.483
H -4.178 -2.379 1.887
H -5.163 -3.985 0.583
H -5.251 -5.116 -1.619
H -3.781 -4.279 -3.472
H -2.210 -2.425 -2.979
H -4.991 -0.462 2.854
H -4.929 2.011 2.942
H -3.474 3.248 1.315
H -2.047 1.927 -0.223
O 5.779 7.275 0.733
S 6.500 6.239 0.132
O 7.832 6.197 -0.279
O 5.696 5.027 -0.304
C 4.940 4.343 0.762
N 5.447 4.581 1.932
C 4.835 3.912 2.917
C 3.784 3.048 2.640
C 3.374 2.902 1.319
N 3.982 3.600 0.337
C 2.264 2.002 0.891
C 1.683 1.082 1.758
C 0.659 0.272 1.302
N 0.201 0.339 0.046
C 0.760 1.217 -0.798
C 1.785 2.059 -0.414
H 5.201 4.077 3.922
H 3.309 2.521 3.453
H 2.010 0.960 2.781
H 0.193 -0.452 1.957
H 0.372 1.238 -1.808
H 2.206 2.750 -1.130
C 1.156 -5.003 -2.977
C 1.699 -3.574 -2.845
C 0.767 -2.702 -2.137
N 0.028 -2.041 -1.565
H 1.900 -5.610 -3.487
H 0.240 -5.023 -3.564
H 0.966 -5.445 -2.001
H 1.884 -3.123 -3.822
H 2.640 -3.552 -2.291
```

## Properties
HOMO level = -16.4 eV
Multiplicity = 1
Gap between HOMO and LUMO = 0.25523 Ha
Total charge = +3



Arrangement x

Computed, not measured: a structure of composition C22H20N7O3PdS, with ωB97M-V/def2-TZVPD.

Geometry as XYZ:
```
54
Properties=species:S:1:pos:R:3
Pd -0.611 1.250 0.940
N 0.552 2.323 3.555
C -0.719 2.884 3.355
C -1.295 3.678 4.343
C -2.521 4.258 4.103
C -3.143 4.054 2.869
C -2.532 3.241 1.957
N -1.351 2.637 2.206
C 1.545 2.366 2.570
C 2.845 2.746 2.899
C 3.792 2.835 1.901
C 3.425 2.558 0.583
C 2.140 2.161 0.332
N 1.220 2.036 1.314
H 0.910 2.473 4.488
H -0.765 3.850 5.270
H -2.981 4.886 4.853
H -4.086 4.521 2.628
H -2.975 3.047 0.983
H 3.085 2.999 3.923
H 4.801 3.145 2.138
H 4.127 2.653 -0.233
H 1.807 1.930 -0.674
O 3.559 -4.960 -7.218
S 2.445 -5.494 -6.553
O 1.823 -6.729 -6.748
O 1.309 -4.340 -6.235
C 1.658 -4.051 -4.946
N 2.652 -4.924 -4.699
C 3.298 -4.906 -3.525
C 2.847 -3.986 -2.604
C 1.795 -3.121 -2.949
N 1.198 -3.145 -4.168
C 1.256 -2.096 -2.012
C 1.571 -2.085 -0.658
C 1.028 -1.105 0.153
N 0.203 -0.162 -0.321
C -0.111 -0.170 -1.623
C 0.394 -1.115 -2.496
H 4.109 -5.601 -3.349
H 3.333 -3.943 -1.643
H 2.214 -2.824 -0.202
H 1.250 -1.073 1.211
H -0.785 0.601 -1.968
H 0.112 -1.083 -3.538
C -5.714 -0.106 1.743
C -4.866 -0.572 0.552
C -3.515 -0.023 0.600
N -2.455 0.406 0.666
H -6.701 -0.556 1.662
H -5.833 0.975 1.742
H -5.273 -0.419 2.687
H -5.305 -0.264 -0.399
H -4.768 -1.659 0.531
```

## Properties
HOMO level = -16.6 eV
Multiplicity = 1
Gap between HOMO and LUMO = 0.24740 Ha
Total charge = +3



Pick arrangement x: it beats the second-best structure by 56.3 kJ/mol.